No. 1
Computed, not measured: C4H9NO2 in the gas phase, with wB97M-V/def2-TZVPD.

Summary:
Spin multiplicity: 1
M: 103.1 u
Electronic energy: -362.9650 a.u.
E_HOMO: -6.37 eV

Element x y z (Å)
C1 -2.034 -0.374 0.069
H1 1.524 1.561 -0.183
O1 -2.273 0.641 0.875
H2 -1.435 1.135 1.137
C2 0.420 -0.240 -0.018
H3 0.433 1.261 1.928
H4 -2.908 -0.924 -0.260
C3 0.493 1.231 -0.015
H5 -0.867 -1.616 -0.880
N1 -0.851 -0.772 -0.315
H6 -0.150 1.740 -0.753
H7 1.536 -1.254 -1.643
H8 1.615 -2.063 -0.070
H9 2.502 -0.576 -0.334
O2 0.026 1.828 1.253
C4 1.552 -1.075 -0.549

natural (NBO) atomic charge list, values in e, 5 entries: number 1, C, carries 0.37; number 2, H, carries 0.19; number 3, O, carries -0.67; number 4, H, carries 0.51; number 5, C, carries -0.24


No. 2
Computed, not measured: C17H14N5O9S2Ta as an isolated structure, with wB97M-V/def2-TZVPD.

Summary:
Spin multiplicity: 1
M: 677.4 u
Electronic energy: -2460.3122 a.u.
E_HOMO: -14.04 eV
Total charge: +2

Element x y z (Å)
C1 -0.808 0.432 3.128
N1 1.929 -0.916 0.552
C2 -1.564 2.860 -1.120
O1 1.399 -1.453 -3.555
C3 -0.921 -3.104 -2.549
C4 1.787 2.587 -1.195
H1 -1.472 4.583 1.608
C5 3.030 -1.328 -0.115
H2 3.215 -2.706 3.094
N2 3.440 -0.951 -1.314
C6 0.807 -1.195 -2.554
O2 -1.800 0.443 0.347
C7 -2.620 -0.628 0.376
H3 -1.625 3.720 -1.783
C8 -2.110 -3.555 -1.984
C9 -2.076 -1.699 -0.511
O3 2.757 3.244 -1.368
C10 -1.213 3.246 0.290
C11 1.046 -0.790 2.782
C12 2.993 -2.228 2.155
C13 0.604 2.619 -2.152
S1 3.996 -2.451 0.773
H4 0.353 3.647 -2.399
H5 1.660 -1.424 4.766
C14 0.989 -0.895 4.111
O4 1.590 1.737 -0.162
O5 -0.552 1.946 -1.559
H6 -2.520 2.341 -1.115
N3 0.060 0.010 2.177
C15 2.001 -1.378 1.878
O6 -3.644 -0.671 0.983
H7 -2.334 1.167 2.031
C16 -0.341 -1.977 -2.011
H8 -0.466 -3.586 -3.403
H9 -3.693 -3.087 -0.570
O7 1.028 -0.111 -1.793
O8 -1.717 4.378 0.689
H10 -2.553 1.229 3.740
H11 -2.591 -4.442 -2.375
N4 -1.936 1.110 2.953
H12 4.308 -1.308 -1.681
C17 -2.723 -2.823 -0.969
Ta1 0.205 0.405 -0.015
H13 2.958 -0.242 -1.842
S2 -0.356 -0.017 4.727
O9 -0.509 2.513 0.971
H14 0.868 2.084 -3.061
N5 -0.878 -1.340 -0.975

Mulliken atomic charge list, values in e, 5 entries: number 1, C, carries 0.38; number 2, N, carries -0.01; number 3, C, carries -0.60; number 4, O, carries -0.54; number 5, C, carries -0.94


The calculation returns the following lowest unoccupied orbital energy values, one per record and in order: 0.787; -7.627 eV.
The calculation returns the following strongest force on any atom values, one per record and in order: 0.0040; 0.0085 Eh/bohr.
The calculation returns the following frontier orbital gap values, one per record and in order: 7.1567; 6.4152 eV.